[1]
Molecular formula: C34H77N7O8
Method: DFT, the ωB97M-V functional and the def2-TZVPD basis

**HOMO-LUMO gap**: 8.5288 eV
**Highest occupied orbital energy**: -8.53 eV
**Energy relative to the best compared isomer or geometry (same formula, charge and spin)**: 0.000 eV
**Structure (SMILES)**: CCN(CC)CC.CCN(CC)CC.CCN(CC)CC.O=C1CCCO1.O=C1CCCO1.CC(N)=O.CC(N)=O.CC(N)=O.CC(N)=O
**Spin multiplicity**: 1

Last column: Löwdin charge in e.
Geometry (Å):
O -4.3831 -7.5227 -1.4662  0.0309
C -3.6260 -6.6080 -1.2011  -0.5990
N -2.3859 -6.8331 -0.6672  0.1573
C -4.0215 -5.1858 -1.4828  -0.0181
H -1.9856 -7.7284 -0.8803  0.1045
H -1.9035 -6.1200 -0.1492  0.0586
H -4.7534 -4.8468 -0.7493  0.0849
H -4.5091 -5.1639 -2.4557  0.0858
H -3.1785 -4.4962 -1.5216  0.0569
O 0.1097 -5.6057 0.6922  0.0278
C 0.9440 -4.7298 0.8065  -0.5863
N 1.6637 -4.5963 1.9487  0.1689
C 1.1079 -3.6692 -0.2417  0.0005
H 2.2872 -3.8361 2.1407  0.0954
H 1.4959 -5.3159 2.6314  0.1116
H 1.5024 -4.1091 -1.1597  0.0889
H 1.7564 -2.8615 0.1022  0.0766
H 0.1613 -3.2354 -0.5488  0.0537
O 6.7890 2.3973 -4.1485  0.0477
C 5.6556 2.3752 -3.7181  -0.5855
N 5.0924 3.5294 -3.2110  0.1429
C 4.7991 1.1407 -3.6697  -0.0179
H 5.6076 4.3713 -3.4012  0.1013
H 4.4399 3.4815 -2.4526  0.0539
H 5.2508 0.3492 -4.2542  0.0678
H 3.8261 1.4107 -4.0810  0.0806
H 4.7376 0.7465 -2.6555  0.0847
O -2.3903 2.9898 -5.7501  0.0379
C -1.9024 1.9434 -5.3686  -0.5927
N -2.0558 1.4413 -4.1149  0.1785
C -0.9256 1.2113 -6.2517  -0.0109
H -1.4885 0.6507 -3.8687  0.0492
H -2.4502 1.9373 -3.3350  0.0827
H -1.5095 0.6444 -6.9834  0.0880
H -0.2557 0.5003 -5.7629  0.0570
H -0.3026 1.9057 -6.8070  0.0847
C -3.0322 0.2993 5.2106  -0.0850
C -2.4576 -1.1085 5.0817  -0.2749
N -1.4093 -1.3472 6.0522  -0.2058
C -0.3273 -2.2184 5.5770  -0.2582
C 0.6640 -1.4418 4.7404  -0.0861
C -1.9229 -1.7113 7.3792  -0.2389
C -2.4726 -3.1429 7.4837  -0.0800
H -3.3997 0.4951 6.2225  0.0607
H -3.8466 0.4813 4.5098  0.0717
H -2.2172 1.0104 5.0704  0.0692
H -3.2046 -1.9154 5.0222  0.1117
H -2.0474 -1.0943 4.0625  0.0863
H 0.1047 -2.6500 6.4796  0.1108
H -0.7886 -3.0011 4.9515  0.1183
H 0.1672 -1.0542 3.8429  0.0463
H 0.9533 -0.5458 5.2922  0.0792
H 1.5022 -2.0298 4.3687  0.0623
H -2.6816 -0.9863 7.6711  0.1011
H -1.0617 -1.5555 8.0342  0.1129
H -3.1031 -3.3747 6.6242  0.0625
H -3.0868 -3.2190 8.3789  0.0711
H -1.6485 -3.8536 7.4598  0.0637
C -1.1831 0.3378 1.5233  -0.0909
C -1.3520 1.0702 0.1769  -0.2258
N -1.0518 0.1822 -0.9490  -0.1844
C -1.6183 -1.1572 -0.9144  -0.2687
C -3.1397 -1.1054 -0.9403  -0.0647
C 0.3641 0.1824 -1.3173  -0.2426
C 0.6981 -0.5164 -2.6245  -0.0822
H -1.8043 -0.5408 1.7052  0.0622
H -1.4230 0.9923 2.3673  0.0704
H -0.1395 0.0135 1.5830  0.0620
H -2.4150 1.2891 0.0565  0.1022
H -0.6665 1.9097 0.2359  0.0880
H -1.2586 -1.7511 -0.0638  0.0983
H -1.3166 -1.6417 -1.8412  0.1022
H -3.5708 -0.5498 -0.1020  0.0685
H -3.5550 -2.1057 -0.8045  0.0611
H -3.4763 -0.6168 -1.8527  0.0785
H 0.6587 1.2318 -1.3894  0.1078
H 1.0031 -0.3139 -0.5615  0.1110
H 0.0788 -0.2729 -3.4932  0.0462
H 1.6787 -0.1766 -2.9659  0.0696
H 0.7039 -1.6046 -2.5788  0.0580
C 2.6704 1.5555 2.6189  -0.0797
C 1.7100 2.4259 1.8205  -0.2607
N 2.0164 3.8492 1.9393  -0.1944
C 0.8342 4.6403 1.6246  -0.2778
C -0.1397 4.7376 2.7804  -0.0870
C 3.2209 4.2519 1.2164  -0.2373
C 3.0652 4.5185 -0.2773  -0.0891
H 2.3635 0.5034 2.4946  0.0595
H 2.6160 1.7237 3.6930  0.0781
H 3.7045 1.5168 2.2731  0.0651
H 1.7160 2.1125 0.7628  0.1042
H 0.7387 2.2526 2.2864  0.0958
H 1.1509 5.6651 1.4166  0.1162
H 0.3793 4.2477 0.6996  0.1034
H 0.3474 4.9818 3.7195  0.0801
H -0.7672 5.6247 2.5757  0.0695
H -0.9649 4.0245 2.8530  0.0605
H 4.0244 3.5412 1.3974  0.1059
H 3.5281 5.1716 1.7286  0.1182
H 4.0403 4.8286 -0.6576  0.0685
H 2.2806 5.2278 -0.5234  0.0657
H 2.8126 3.5945 -0.8151  0.0606
O 5.0882 -1.8770 -3.2280  0.1138
C 4.4113 -2.5097 -3.9831  -0.4870
O 3.0995 -2.2487 -4.1436  0.0059
C 2.4532 -3.2110 -4.9843  -0.1501
C 3.5395 -4.1920 -5.4717  -0.1339
C 4.8650 -3.5958 -4.9403  -0.0537
H 2.0506 -2.6476 -5.8300  0.1224
H 1.6184 -3.7108 -4.4991  0.1181
H 3.5285 -4.3380 -6.5447  0.1098
H 3.3688 -5.1373 -4.9531  0.1101
H 5.3524 -3.1304 -5.7946  0.1297
H 5.4832 -4.3073 -4.4081  0.1240
O -6.0199 5.1614 -0.9492  0.1311
C -4.8728 4.8840 -0.7855  -0.4899
O -4.2259 4.0024 -1.5867  0.0102
C -2.7823 4.2104 -1.5548  -0.1267
C -2.5315 4.9527 -0.2362  -0.1510
C -3.8987 5.5126 0.2036  -0.0562
H -2.4839 4.7137 -2.4706  0.1296
H -2.4158 3.1858 -1.5133  0.0889
H -1.7498 5.6985 -0.3449  0.1125
H -2.2831 4.1908 0.5055  0.0923
H -3.9550 6.5617 -0.1030  0.1289
H -4.0854 5.3816 1.2596  0.1213

***

[2]
Molecular formula: C34H78ClN12O13P
Method: DFT, the ωB97M-V functional and the def2-TZVPD basis

**HOMO-LUMO gap**: 9.4461 eV
**Highest occupied orbital energy**: -8.95 eV
**Energy relative to the best compared isomer or geometry (same formula, charge and spin)**: 0.000 eV
**Structure (SMILES)**: [H]/N=C(\C)CN(C(=O)O)P(O)Cl.CN(C)C=O.CN(C)C=O.CN(C)C=O.CN(C)C=O.CN(C)C=O.CN(C)C=O.CN(C)C=O.CN(C)C=O.CN(C)C=O.CN(C)C=O
**Spin multiplicity**: 1

Last column: Löwdin charge in e.
Geometry (Å):
C -2.5035 -1.3835 -4.9657  -0.0279
C -3.7521 -0.9532 -5.7058  -0.4082
N -3.8145 -0.0434 -6.5884  0.1415
C -4.9917 -1.7832 -5.4033  -0.1934
N -6.3141 -1.1626 -5.6753  -0.2251
C -7.3269 -2.2069 -5.5959  -0.6572
O -7.9303 -2.6347 -6.5310  0.1382
O -7.5485 -2.6905 -4.3473  0.0707
P -6.9696 0.2014 -4.8563  0.6661
O -6.0769 1.3828 -5.5003  -0.3209
Cl -5.9715 0.0011 -2.9699  0.2035
H -1.9914 -0.5046 -4.5560  0.0527
H -2.7145 -2.0815 -4.1486  0.0767
H -1.8253 -1.8823 -5.6707  0.0927
H -2.8960 0.3928 -6.7156  0.0595
H -4.9088 -2.6733 -6.0426  0.1143
H -4.9327 -2.1492 -4.3684  0.0851
H -6.9425 -2.2851 -3.7035  0.0520
H -6.3249 2.2309 -5.0978  0.0606
C -3.7737 -5.9134 -5.7152  -0.3520
O -3.5837 -4.8565 -5.1268  -0.0152
N -4.9646 -6.2930 -6.2083  -0.1740
C -5.1519 -7.5516 -6.8955  -0.0583
C -6.0821 -5.3851 -6.0199  -0.0309
H -2.9758 -6.6527 -5.8811  0.1273
H -5.4927 -7.3891 -7.9203  0.0891
H -5.8838 -8.1725 -6.3757  0.0917
H -4.2070 -8.0911 -6.9113  0.0678
H -5.8508 -4.4237 -6.4707  0.0678
H -6.2738 -5.2231 -4.9584  0.0946
H -6.9762 -5.7854 -6.4910  0.0973
C -0.2266 1.4194 -3.3622  -0.3483
O -0.4108 0.2731 -2.9915  0.0013
N 0.8991 2.1211 -3.1348  -0.1880
C 1.0671 3.4863 -3.5832  -0.0542
C 1.9743 1.4863 -2.3914  -0.0432
H -0.9867 1.9886 -3.9255  0.1337
H 1.9141 3.5715 -4.2674  0.0894
H 1.2371 4.1537 -2.7364  0.0905
H 0.1672 3.8056 -4.1073  0.0820
H 2.3185 0.5881 -2.9056  0.0941
H 1.6260 1.1941 -1.3997  0.0798
H 2.7899 2.1970 -2.2795  0.0737
C 2.5159 2.5367 1.0958  -0.3626
O 2.8016 3.3236 0.2072  -0.0215
N 2.2369 2.8745 2.3651  -0.1778
C 1.8829 1.8828 3.3574  -0.0542
C 2.2661 4.2783 2.7566  -0.0293
H 2.4420 1.4492 0.9145  0.1298
H 0.8815 2.0668 3.7519  0.0909
H 2.5898 1.8966 4.1894  0.0916
H 1.8986 0.8926 2.9036  0.0819
H 1.5682 4.8538 2.1479  0.0976
H 3.2619 4.6984 2.6295  0.0754
H 1.9939 4.3637 3.8042  0.0810
C 4.2181 7.2543 5.1110  -0.3745
O 3.4545 6.4314 4.6338  -0.0083
N 5.4988 7.3693 4.7373  -0.1772
C 6.4112 8.3187 5.3348  -0.0610
C 5.9715 6.4391 3.7232  -0.0458
H 3.9195 7.9500 5.9144  0.1356
H 6.8181 8.9984 4.5827  0.0876
H 7.2358 7.7961 5.8243  0.0639
H 5.8809 8.9090 6.0818  0.0835
H 5.4020 6.5619 2.8012  0.0914
H 5.8568 5.4108 4.0577  0.0714
H 7.0242 6.6289 3.5286  0.0913
C -2.3855 -8.2865 -1.0032  -0.3815
O -1.4492 -8.5754 -0.2778  0.0000
N -2.7384 -7.0376 -1.3553  -0.1862
C -3.8428 -6.8015 -2.2669  -0.0483
C -1.9723 -5.9167 -0.8425  -0.0356
H -3.0275 -9.0526 -1.4724  0.1275
H -3.4892 -6.3177 -3.1757  0.0647
H -4.6053 -6.1712 -1.8040  0.0930
H -4.2858 -7.7570 -2.5409  0.0789
H -0.9246 -5.9977 -1.1343  0.0916
H -2.0136 -5.8863 0.2469  0.0913
H -2.3870 -4.9974 -1.2501  0.0877
C -10.2947 0.8070 -3.3691  -0.3733
O -9.9182 1.7312 -4.0637  -0.0223
N -10.6300 0.9211 -2.0661  -0.1989
C -11.0617 -0.2137 -1.2820  -0.0626
C -10.5412 2.2300 -1.4454  -0.0440
H -10.3841 -0.2235 -3.7521  0.1313
H -12.0720 -0.0653 -0.8944  0.0882
H -10.3899 -0.3890 -0.4388  0.0888
H -11.0616 -1.1024 -1.9115  0.0828
H -11.1908 2.9445 -1.9520  0.0918
H -9.5213 2.6135 -1.4956  0.0908
H -10.8421 2.1444 -0.4031  0.0845
C -2.2101 -9.5195 -4.2814  -0.3359
O -3.1832 -8.9944 -4.8003  -0.0066
N -1.8104 -10.7815 -4.5202  -0.1891
C -0.6582 -11.3558 -3.8559  -0.0498
C -2.5700 -11.5833 -5.4630  -0.0377
H -1.5630 -8.9912 -3.5631  0.1315
H 0.1025 -11.6538 -4.5800  0.0900
H -0.9425 -12.2309 -3.2687  0.0919
H -0.2291 -10.6171 -3.1808  0.0873
H -2.5743 -11.1193 -6.4498  0.0916
H -3.6057 -11.6859 -5.1378  0.0926
H -2.1140 -12.5686 -5.5302  0.0864
C 5.8328 3.1934 1.4178  -0.3411
O 6.2934 3.5528 2.4872  0.0062
N 6.0724 1.9889 0.8576  -0.1866
C 5.4948 1.6062 -0.4130  -0.0662
C 6.9325 1.0592 1.5651  -0.0448
H 5.1614 3.8266 0.8156  0.1285
H 4.8622 0.7222 -0.3074  0.0885
H 6.2713 1.3906 -1.1500  0.0901
H 4.8765 2.4242 -0.7804  0.0665
H 6.5225 0.8221 2.5476  0.0893
H 7.9253 1.4853 1.7143  0.0900
H 7.0162 0.1459 0.9794  0.0848
C 4.7509 6.6912 9.9031  -0.3687
O 4.5506 6.9071 11.0845  0.0058
N 4.2379 5.6519 9.2153  -0.1883
C 4.5319 5.4408 7.8109  -0.0587
C 3.3721 4.7228 9.9163  -0.0437
H 5.3868 7.3438 9.2790  0.1301
H 3.6199 5.4656 7.2114  0.0859
H 5.0300 4.4822 7.6565  0.0928
H 5.2064 6.2186 7.4599  0.0575
H 2.4963 5.2345 10.3170  0.0919
H 3.8956 4.2588 10.7534  0.0903
H 3.0517 3.9522 9.2180  0.0850
C 8.4283 4.8714 6.9404  -0.3201
O 7.4920 5.5661 6.5874  -0.0017
N 9.0708 5.0077 8.1177  -0.1913
C 10.1831 4.1616 8.4910  -0.0590
C 8.6167 6.0365 9.0377  -0.0290
H 8.8269 4.0557 6.3156  0.1389
H 9.9620 3.6003 9.4010  0.0906
H 11.0865 4.7513 8.6588  0.0901
H 10.3787 3.4530 7.6875  0.0830
H 7.5770 5.8704 9.3222  0.0797
H 8.6869 7.0242 8.5804  0.0941
H 9.2379 6.0083 9.9301  0.0895

***

[3]
Molecular formula: C34H78IN2O5P
Method: DFT, the ωB97M-V functional and the def2-TZVPD basis

**HOMO-LUMO gap**: 9.2180 eV
**Highest occupied orbital energy**: -8.94 eV
**Structure (SMILES)**: COC[C@H](CP(=O)(O)O)N(C[C@H](C)I)N(C)C(C)=O.CCCCCC.CCCCCC.CCCCCC.CCCCCC
**Spin multiplicity**: 1

Last column: Löwdin charge in e.
Geometry (Å):
C 3.9353 -0.5910 3.1885  -0.0845
O 2.7424 0.0800 2.8197  -0.1948
C 2.8903 1.4755 2.6942  -0.1822
C 2.1324 1.9914 1.4615  -0.2845
C 2.9814 3.0831 0.7567  -0.1757
P 4.1293 2.4712 -0.4788  0.4118
O 4.7806 3.5710 -1.2126  -0.2712
O 5.1263 1.4578 0.2370  -0.1046
O 3.2927 1.4625 -1.3869  -0.1121
N 0.7828 2.4402 1.8634  -0.1416
C 0.6867 3.8153 2.2842  -0.2775
C -0.5054 4.1500 3.1770  -0.7260
C -0.2323 5.4422 3.9531  -0.1828
I -0.8589 2.5689 4.5963  0.8859
N -0.2762 2.1679 0.9537  -0.0783
C 0.0458 2.3837 -0.4523  -0.0384
C -0.9718 0.9545 1.1775  -0.4917
C -0.3056 -0.1753 1.8967  0.0041
O -2.0851 0.8544 0.7444  0.0992
H 3.6666 -1.6256 3.3827  0.0860
H 4.6683 -0.5347 2.3785  0.0848
H 4.3631 -0.1535 4.0949  0.0908
H 2.5052 1.9879 3.5846  0.1236
H 3.9512 1.7329 2.6103  0.1089
H 2.0411 1.1366 0.7970  0.1261
H 2.3584 3.7622 0.1754  0.0790
H 3.5403 3.6797 1.4786  0.1095
H 5.8645 1.9587 0.6124  0.0995
H 2.8997 1.9885 -2.1023  0.0729
H 1.5862 4.0815 2.8445  0.1236
H 0.6168 4.4902 1.4176  0.1277
H -1.4111 4.2648 2.5905  0.0753
H 0.2473 5.2456 4.9097  0.0466
H 0.4340 6.0935 3.3815  0.0764
H -1.1591 5.9776 4.1486  0.0739
H 0.5628 3.3268 -0.6057  0.0781
H 0.6230 1.5570 -0.8809  0.0687
H -0.8897 2.4237 -1.0105  0.0999
H -0.8129 -1.0791 1.5610  0.0757
H -0.4615 -0.0708 2.9704  0.0519
H 0.7515 -0.2799 1.6808  0.0582
C 0.6842 1.5052 -3.9142  -0.1053
C 0.4840 0.1081 -3.3291  -0.2694
C 0.5294 -1.0072 -4.3704  -0.2216
C -0.5674 -0.9339 -5.4334  -0.2267
C -1.9913 -0.9350 -4.8782  -0.2674
C -2.3386 -2.1990 -4.0963  -0.1092
H -0.1029 1.7707 -4.6203  0.0751
H 0.6778 2.2604 -3.1231  0.0443
H 1.6448 1.5719 -4.4323  0.0769
H -0.4634 0.0723 -2.7833  0.0994
H 1.2688 -0.0807 -2.5900  0.0935
H 0.4739 -1.9704 -3.8562  0.1016
H 1.5040 -0.9899 -4.8686  0.1115
H -0.4494 -1.7848 -6.1113  0.1096
H -0.4251 -0.0404 -6.0480  0.1008
H -2.6875 -0.8312 -5.7143  0.1041
H -2.1492 -0.0591 -4.2428  0.0981
H -2.2189 -3.0870 -4.7207  0.0754
H -3.3720 -2.1707 -3.7494  0.0706
H -1.7039 -2.3178 -3.2165  0.0582
C 0.7542 -3.7483 2.2918  -0.1078
C 0.8360 -5.0896 1.5697  -0.2629
C 0.3624 -5.0206 0.1183  -0.2253
C -1.1004 -4.6133 -0.0678  -0.2240
C -2.1134 -5.5107 0.6402  -0.2714
C -2.0928 -6.9558 0.1503  -0.1071
H -0.2731 -3.3869 2.3598  0.0483
H 1.1387 -3.8291 3.3099  0.0721
H 1.3462 -2.9930 1.7692  0.0703
H 0.2617 -5.8392 2.1213  0.0985
H 1.8729 -5.4356 1.5765  0.1041
H 0.5349 -5.9897 -0.3579  0.1008
H 0.9909 -4.3054 -0.4228  0.1081
H -1.3233 -4.6069 -1.1396  0.1057
H -1.2406 -3.5826 0.2719  0.0955
H -3.1126 -5.0977 0.4785  0.1045
H -1.9478 -5.4899 1.7218  0.0885
H -2.2898 -7.0048 -0.9227  0.0750
H -2.8550 -7.5492 0.6570  0.0681
H -1.1298 -7.4328 0.3384  0.0651
C -2.8606 -3.4063 4.7766  -0.1069
C -3.3349 -4.8218 5.0915  -0.2671
C -4.5550 -5.2452 4.2765  -0.2288
C -5.8131 -4.4080 4.5112  -0.2278
C -6.2916 -4.3624 5.9612  -0.2708
C -6.6777 -5.7294 6.5189  -0.1130
H -3.6179 -2.6588 5.0159  0.0670
H -1.9660 -3.1624 5.3517  0.0700
H -2.6139 -3.3122 3.7163  0.0634
H -3.5453 -4.9113 6.1609  0.0980
H -2.5207 -5.5212 4.8824  0.1013
H -4.7727 -6.2966 4.4848  0.1014
H -4.3007 -5.1966 3.2124  0.0984
H -6.6167 -4.8075 3.8846  0.1093
H -5.6421 -3.3861 4.1620  0.1020
H -7.1584 -3.6989 6.0176  0.1035
H -5.5240 -3.9119 6.5964  0.0975
H -7.4670 -6.1853 5.9175  0.0741
H -7.0453 -5.6435 7.5422  0.0678
H -5.8284 -6.4141 6.5336  0.0639
C 1.9889 6.3305 -7.4144  -0.1123
C 3.1542 6.7014 -6.5015  -0.2695
C 3.7603 5.5051 -5.7698  -0.2252
C 2.8003 4.7779 -4.8285  -0.2340
C 2.1797 5.6480 -3.7365  -0.2636
C 3.2069 6.2424 -2.7755  -0.1041
H 1.1556 5.9043 -6.8537  0.0638
H 1.6119 7.2079 -7.9413  0.0681
H 2.2999 5.5997 -8.1639  0.0742
H 2.8275 7.4558 -5.7806  0.0976
H 3.9380 7.1729 -7.0997  0.1036
H 4.6379 5.8380 -5.2096  0.1034
H 4.1315 4.7876 -6.5083  0.1100
H 3.3416 3.9529 -4.3519  0.1020
H 1.9968 4.3153 -5.4098  0.0966
H 1.4756 5.0328 -3.1661  0.0895
H 1.5848 6.4483 -4.1852  0.0984
H 3.7920 5.4570 -2.2913  0.0440
H 2.7156 6.8260 -1.9946  0.0687
H 3.9004 6.9085 -3.2909  0.0676